Below is C49H51N7O7Re as an isolated structure in a non-equilibrium geometry, with properties calculated with ωB97M-V/def2-TZVPD.

Results
<S²>: 0.798
Spin multiplicity: 2
Charge: -2
Gap between HOMO and LUMO (spin up / spin down): 4.58 / 5.51 eV
HOMO (spin up / spin down): -0.5 / -1.8 eV

XYZ file:
```
115
Properties=species:S:1:pos:R:3:forces:R:3:mulliken_charge:R:1
Re 0.030695 -0.241128 -0.443565 0.11 -1.03 -2.40 2.013
C -2.638270 4.517587 -3.055065 0.04 -0.03 0.04 -1.045
C -3.643649 3.661363 -2.274347 0.02 -0.01 0.00 -1.191
C -2.966286 2.801101 -1.254264 0.13 -0.10 -0.38 0.713
C -2.853216 3.008276 0.064604 0.07 -0.06 0.36 1.065
C -3.496993 4.080234 0.887836 0.01 -0.04 0.01 -1.071
C -4.816119 3.616097 1.517537 0.02 -0.01 0.00 -1.336
C -2.018839 1.935276 0.594866 -0.09 0.07 -0.74 0.470
C -1.744195 1.770740 1.899386 0.08 -0.02 0.52 -0.730
C -0.995838 0.705620 2.419062 0.03 -0.23 -0.37 -0.866
C -0.689349 0.554693 3.781629 0.01 0.00 0.33 1.734
C -1.072329 1.506323 4.873567 -0.02 -0.04 0.01 -1.112
C -2.374310 1.124133 5.586216 -0.01 -0.01 -0.02 -1.472
C 0.065887 -0.596792 3.890799 -0.02 0.01 0.32 1.700
C 0.203157 -1.114175 2.592866 -0.19 0.06 -0.43 -0.458
C 0.942253 -2.260238 2.284160 0.00 0.10 0.43 -0.815
C 1.087869 -2.762595 1.043606 0.06 -0.20 -0.48 0.298
N 0.539803 -2.225182 -0.107512 0.21 -0.39 0.31 -0.846
C 0.776670 -3.163356 -1.099337 0.21 0.00 0.56 0.448
C 0.269920 -3.130065 -2.345869 -0.17 -0.01 -0.51 -0.913
C -0.610807 -2.146610 -2.839881 0.05 -0.26 -0.01 -0.003
N -1.039723 -1.049953 -2.135336 0.08 0.12 0.31 -0.693
C -1.764377 -0.315386 -3.028437 -0.24 0.26 -0.12 -0.441
C -2.302616 0.959334 -2.756727 0.02 -0.25 -0.51 -0.642
C -2.236325 1.576123 -1.564480 0.03 0.22 0.63 0.352
N -1.601972 1.092087 -0.427403 -0.21 0.60 0.26 -0.784
C -1.855884 -0.964792 -4.273138 -0.06 0.12 -0.05 1.029
C -1.115689 -2.130272 -4.155466 0.06 -0.13 0.02 0.878
C -0.892429 -3.184829 -5.196639 -0.01 0.00 0.02 -1.222
C -1.829428 -4.388954 -5.049533 -0.03 0.01 0.04 -1.211
C -2.536878 -0.424139 -5.493968 0.01 0.00 0.01 -1.215
C -1.667082 0.574156 -6.267331 0.04 0.00 0.03 -1.034
C 1.590653 -4.251744 -0.569292 -0.06 0.09 -0.30 0.873
C 1.780063 -4.002831 0.737640 0.00 0.14 0.27 0.750
C 2.526611 -4.825800 1.739895 -0.05 0.00 0.05 -1.327
C 1.621868 -5.807357 2.493501 -0.02 0.02 -0.01 -1.169
C 2.124551 -5.390209 -1.379495 0.03 0.03 -0.06 -1.157
C 3.341742 -4.987542 -2.221855 0.00 0.04 0.02 -1.211
N -0.453088 -0.321152 1.661888 0.15 0.20 0.68 -0.931
C 0.682700 -1.184790 5.123158 -0.01 0.02 -0.01 -1.319
C -0.073087 -2.405004 5.664161 -0.01 0.02 -0.02 -1.221
H -3.140040 5.167915 -3.777377 0.00 -0.03 0.02 0.410
H -2.056848 5.136958 -2.368453 -0.03 -0.02 -0.03 0.269
H -1.930923 3.882540 -3.593115 -0.03 0.02 0.02 0.149
H -4.366115 4.310911 -1.775141 -0.02 0.01 0.00 0.464
H -4.215068 3.039416 -2.969563 -0.02 0.00 0.00 0.455
H -2.807530 4.412162 1.664754 0.01 0.03 0.03 -0.089
H -3.678208 4.954551 0.259061 0.00 0.01 -0.01 0.524
H -4.648990 2.753939 2.167143 -0.01 0.02 -0.02 0.243
H -5.272623 4.411081 2.114616 0.03 -0.03 -0.02 0.426
H -5.528924 3.312497 0.745698 0.03 0.02 0.02 0.323
H -2.121206 2.510631 2.594560 0.03 -0.02 0.00 0.562
H -0.259116 1.557459 5.602875 0.00 0.01 0.01 0.398
H -1.162691 2.514737 4.463914 0.02 0.01 0.02 0.221
H -2.283944 0.141524 6.056854 0.00 0.02 -0.02 0.250
H -2.637565 1.850826 6.361185 0.03 -0.02 -0.04 0.432
H -3.199457 1.071132 4.871188 0.02 0.00 0.02 0.259
H 1.446314 -2.763187 3.099453 -0.02 0.04 -0.01 0.434
H 0.539085 -3.937946 -3.017084 -0.02 0.06 0.00 0.195
H -2.853222 1.451142 -3.550106 0.05 -0.04 0.01 0.229
H -1.026975 -2.745209 -6.189916 0.01 0.00 0.01 0.416
H 0.145260 -3.530283 -5.157539 0.00 0.00 -0.02 0.420
H -2.872403 -4.068763 -5.116970 0.03 -0.01 0.00 0.307
H -1.649644 -5.143899 -5.822219 0.01 0.04 0.02 0.386
H -1.696012 -4.858306 -4.071835 0.00 0.02 -0.04 0.253
H -2.808849 -1.252873 -6.155102 -0.01 0.00 -0.01 0.436
H -3.477099 0.060990 -5.213902 -0.01 -0.01 -0.01 0.462
H -0.727951 0.104787 -6.570206 -0.03 0.01 0.01 0.277
H -2.172398 0.949046 -7.163192 0.00 -0.02 0.03 0.396
H -1.412412 1.427571 -5.634430 -0.01 -0.04 -0.02 0.145
H 3.322874 -5.375544 1.232338 0.01 -0.02 0.00 0.474
H 3.019758 -4.158585 2.450354 0.02 -0.01 -0.01 0.458
H 1.144859 -6.502783 1.798113 0.01 0.02 0.01 0.312
H 2.184906 -6.388861 3.229021 0.00 0.03 -0.02 0.384
H 0.827822 -5.270713 3.016986 0.02 -0.01 -0.02 0.228
H 2.397884 -6.210474 -0.711164 0.00 -0.02 0.00 0.451
H 1.338896 -5.776169 -2.035997 0.00 -0.01 0.00 0.430
H 4.152994 -4.642568 -1.576155 -0.04 -0.02 -0.03 0.309
H 3.709084 -5.824550 -2.823393 -0.02 0.02 0.03 0.404
H 3.090418 -4.163191 -2.892582 0.00 -0.03 0.03 0.265
H 1.720295 -1.459338 4.908756 -0.01 0.02 0.01 0.410
H 0.727052 -0.415018 5.898576 0.02 -0.01 0.00 0.440
H -0.140958 -3.185775 4.902796 0.00 0.02 0.02 0.159
H 0.421934 -2.826908 6.544870 -0.01 0.03 -0.04 0.418
H -1.094430 -2.133783 5.943684 0.02 -0.01 -0.01 0.265
O 3.606179 -0.286941 2.412917 -0.02 -0.03 -0.04 -0.855
C 2.710578 0.279281 1.764480 0.02 -0.16 -0.38 -0.217
O 2.204366 -0.177125 0.684927 0.11 0.44 0.65 -0.531
C 2.210083 1.614479 2.295123 0.03 0.14 0.13 0.512
C 2.621399 1.957950 3.550644 -0.07 -0.08 0.00 -0.163
C 2.209841 3.151830 4.169037 0.26 0.07 0.52 -0.899
C 1.378510 4.032097 3.508317 -0.09 0.08 0.07 -0.081
C 0.975575 3.732557 2.235024 -0.35 0.26 -0.24 -0.645
C 1.344818 2.506111 1.518551 -0.10 -0.03 -0.06 0.471
O 0.914605 2.238883 0.392324 0.18 0.48 0.09 -0.404
N 0.083095 4.723574 1.624073 0.50 -0.30 0.21 1.296
O -0.631468 5.393543 2.375874 -0.10 -0.05 -0.03 -0.752
O 0.105618 4.881479 0.422353 -0.10 -0.01 -0.13 -0.647
N 2.663205 3.486433 5.499825 -0.13 -0.18 -0.60 1.099
O 3.371212 2.683551 6.095446 0.05 -0.05 0.12 -0.703
O 2.329201 4.563717 5.988864 -0.04 0.07 0.08 -0.723
H 3.271675 1.267784 4.069265 0.01 0.01 0.00 0.653
H 1.051101 4.944756 3.982131 0.00 -0.01 0.00 0.579
N 1.181353 0.307069 -1.620047 0.25 0.30 0.46 0.037
C 2.302595 0.847103 -2.249447 -0.72 -0.35 0.42 0.370
C 2.101871 1.582735 -3.414220 -0.03 0.22 -0.29 -0.488
C 3.182671 2.109486 -4.110624 -0.16 -0.04 0.05 -0.620
C 4.477314 1.910308 -3.649720 -0.04 -0.04 0.06 -0.375
C 4.675036 1.177364 -2.484317 -0.12 -0.06 0.07 -0.842
C 3.600982 0.642559 -1.782870 0.19 -0.04 0.06 -0.198
H 1.081924 1.731277 -3.753486 0.07 0.00 -0.01 0.517
H 3.008047 2.681823 -5.015005 -0.01 -0.01 0.02 0.357
H 5.321525 2.323479 -4.189739 -0.01 0.00 0.01 0.355
H 5.679622 1.021878 -2.107994 -0.01 -0.01 0.00 0.391
H 3.723953 0.075668 -0.870502 0.04 0.01 0.01 0.558
```
Forces are in eV/Å.

=====

Below is a 10-piece molecular cluster, C27H74O10 overall in a non-equilibrium geometry, with properties calculated with ωB97M-V/def2-TZVPD.

Results
SMILES: CC(C)O.CC(C)O.CC(C)O.CC(C)O.CC(C)O.CC(C)O.CC(C)O.CCO.CCO.CCO
Gap between HOMO and LUMO: 10.31 eV
HOMO: -10.0 eV

XYZ file:
```
111
Properties=species:S:1:pos:R:3:forces:R:3:mulliken_charge:R:1
C 3.526569 -6.792474 0.642873 1.05 0.31 -0.83 -1.181
C 4.244989 -8.133974 0.724763 0.22 0.87 0.55 0.488
C 4.456799 -8.618824 2.142623 0.26 -0.45 0.45 -1.332
O 3.418599 -8.996884 0.052493 -1.64 -2.34 -1.05 -0.574
H 2.625849 -6.800994 1.256653 0.23 0.29 0.09 0.310
H 3.255869 -6.662544 -0.404957 -0.39 -0.13 -0.02 0.283
H 4.222249 -5.963924 0.775623 -0.24 0.20 0.87 0.356
H 5.196079 -8.141344 0.192343 0.35 0.54 0.22 0.321
H 4.829149 -9.642834 2.171743 0.50 0.04 -0.33 0.318
H 3.551699 -8.735084 2.738743 -0.36 0.62 -0.23 0.340
H 5.153449 -7.964434 2.666613 -0.02 -0.03 0.11 0.343
H 3.809309 -9.334414 -0.756837 0.05 0.09 0.14 0.329
C 1.012129 6.988296 -5.989847 0.07 -1.09 0.40 -1.276
C 1.580919 5.473066 -5.939477 -1.31 1.93 -0.45 0.451
C 0.844669 4.586356 -6.912857 -2.43 -0.47 1.10 -1.131
O 2.887999 5.442196 -6.291407 3.42 0.90 -0.69 -0.554
H 0.946829 7.393936 -6.999447 0.02 -0.36 -0.12 0.323
H 1.495489 7.762316 -5.393727 0.93 -0.50 0.06 0.346
H 0.024999 7.030866 -5.529567 -0.35 -0.48 -0.36 0.362
H 1.571609 5.125426 -4.906437 -1.03 -0.17 0.19 0.174
H 0.638559 4.902126 -7.935557 0.72 0.51 0.10 0.309
H -0.144531 4.551026 -6.456427 -0.57 -0.36 -0.21 0.321
H 1.154209 3.541306 -6.925227 0.49 0.09 0.07 0.347
H 3.226459 4.553636 -6.159067 0.04 -0.01 -0.08 0.329
C 4.230429 -1.851134 7.355923 0.87 -1.28 0.24 -1.405
C 5.469979 -2.780174 7.208183 0.61 0.44 -0.22 0.442
C 5.430459 -4.253634 7.878793 -0.10 2.42 -1.09 -1.038
O 5.740249 -2.777164 5.769523 -0.65 -0.84 0.68 -0.537
H 3.461709 -2.538044 7.001913 -0.85 0.58 0.50 0.373
H 4.284299 -0.990324 6.689423 0.23 -0.05 -0.16 0.426
H 4.133849 -1.414194 8.349833 -0.47 -0.55 0.12 0.322
H 6.361819 -2.258664 7.555663 0.00 -0.20 0.77 0.237
H 5.719119 -4.133254 8.922953 0.22 -0.15 -0.08 0.302
H 6.160419 -4.818364 7.298863 -0.09 -0.24 0.32 0.317
H 4.445359 -4.720124 7.870303 0.01 0.05 -0.34 0.278
H 5.065049 -2.163874 5.470233 0.23 -0.17 -0.75 0.281
C -9.837211 2.784436 1.739643 -0.25 -0.53 -1.64 -1.206
C -8.896491 1.608986 1.366943 -1.14 -0.46 1.69 0.685
C -9.174001 0.369226 2.197473 0.38 -1.79 0.39 -1.467
O -9.130921 1.158966 0.045003 0.06 1.29 -0.96 -0.549
H -9.763241 3.569156 0.986753 0.50 0.29 0.17 0.323
H -9.775071 3.206446 2.742703 0.28 -0.32 -0.07 0.343
H -10.842011 2.421666 1.523143 -0.24 -0.15 0.53 0.303
H -7.852941 1.873966 1.536893 0.15 0.16 -0.36 0.160
H -8.915481 0.223596 3.246313 0.35 0.94 0.10 0.347
H -8.585201 -0.390454 1.683363 0.44 -0.35 0.23 0.387
H -10.160631 -0.091494 2.148613 -0.58 0.81 -0.36 0.372
H -9.237291 0.205976 -0.000767 0.05 0.11 0.29 0.304
C -0.932621 8.810136 3.432503 0.91 0.04 -0.66 -1.278
C -2.391941 8.562596 3.200613 0.64 -0.80 -2.24 0.621
C -2.826721 7.117906 3.300123 -0.52 -0.17 1.12 -1.224
O -3.127921 9.439566 3.943703 -1.49 1.20 1.42 -0.556
H -0.584781 9.770316 3.051503 -0.38 0.22 -0.06 0.320
H -0.383851 8.078816 2.839113 0.27 -0.18 0.30 0.339
H -0.608631 8.802046 4.473213 -0.30 -0.42 0.10 0.327
H -2.691041 8.713606 2.163393 0.94 0.79 -0.59 0.181
H -3.148711 6.982546 4.332653 0.10 -0.59 0.11 0.302
H -2.057971 6.402726 3.007493 -0.02 0.08 0.10 0.315
H -3.699511 6.985146 2.660813 -0.05 -0.24 0.09 0.315
H -3.832711 9.779426 3.387493 -0.10 0.07 0.30 0.340
C 0.268149 -5.959084 -6.001197 1.55 -0.54 -0.37 -1.281
C 1.522709 -6.347314 -6.915517 -1.92 1.74 0.51 0.703
C 2.750629 -5.642284 -6.508907 1.89 0.39 1.10 -1.442
O 1.711399 -7.719324 -6.905577 0.28 -1.04 -0.02 -0.541
H 0.291819 -4.920394 -5.671557 -0.20 0.11 -0.49 0.350
H 0.400739 -6.520894 -5.076587 0.01 -0.20 0.10 0.388
H -0.692381 -6.255624 -6.422537 0.05 0.23 -0.19 0.333
H 1.460829 -5.949734 -7.928537 -1.15 -0.37 -0.50 0.123
H 3.136999 -5.922594 -5.528987 -0.19 -0.14 0.25 0.327
H 2.649879 -4.556994 -6.498407 -0.31 0.00 -0.13 0.372
H 3.566199 -5.860694 -7.198287 -0.02 -0.10 -0.16 0.340
H 0.864479 -8.148484 -6.763627 0.00 -0.07 -0.10 0.328
C 6.489719 7.497026 0.465543 1.13 0.22 0.24 -1.125
C 6.518179 6.011476 0.690953 -1.44 0.43 2.01 0.430
C 6.258629 5.628366 2.179453 1.51 0.10 -0.08 -1.324
O 5.393709 5.432326 0.099803 -0.54 -1.11 -1.13 -0.521
H 7.532919 7.741106 0.666183 -0.02 0.94 0.05 0.333
H 5.830999 8.049546 1.135543 -0.07 -0.11 -0.12 0.269
H 6.288379 7.738676 -0.578087 -0.08 0.04 0.00 0.335
H 7.491139 5.672456 0.335283 -0.10 -0.70 -0.12 0.258
H 6.419509 4.557886 2.307093 -0.50 -0.12 -0.14 0.318
H 5.278699 5.946616 2.535193 -0.07 -0.15 -0.40 0.333
H 6.985389 6.049336 2.874233 0.18 0.41 -0.14 0.385
H 5.432209 5.540956 -0.853257 -0.02 0.04 -0.15 0.309
C -6.161231 -1.125304 -5.661127 1.32 -0.98 -1.87 -0.915
C -4.918621 -0.360354 -5.246627 -1.82 0.70 2.14 -0.291
O -5.402751 0.966086 -4.847027 1.36 -0.39 -0.58 -0.518
H -7.044871 -1.235214 -5.032487 0.45 0.53 0.46 0.359
H -5.772651 -2.124424 -5.858237 -0.40 -0.47 -0.14 0.282
H -6.444141 -0.728454 -6.636107 -0.44 -0.02 0.05 0.253
H -4.099011 -0.339754 -5.964897 -0.57 0.54 -0.40 0.307
H -4.480501 -0.855274 -4.379917 0.13 0.05 0.30 0.225
H -5.998601 0.804266 -4.111937 -0.03 0.05 0.04 0.298
C -3.801921 -5.367674 2.756933 -1.22 -1.19 0.09 -0.926
C -4.390341 -6.562394 1.942583 1.68 1.19 -1.13 -0.291
O -4.383481 -7.785184 2.585833 -1.11 -1.05 1.32 -0.524
H -2.850371 -5.626104 3.221553 0.32 0.20 -0.53 0.307
H -4.457621 -5.210474 3.613353 -0.20 0.20 0.00 0.259
H -3.811061 -4.465214 2.145713 0.41 -0.04 0.11 0.295
H -3.804741 -6.752354 1.043103 0.41 0.69 -0.38 0.278
H -5.363951 -6.310874 1.521953 -0.36 -0.27 0.67 0.300
H -3.499431 -8.052604 2.847633 0.09 0.26 -0.14 0.302
C 0.155989 0.672576 0.269963 0.65 -0.10 -0.38 -1.013
C 0.991609 0.468956 1.583393 -4.01 0.40 -0.90 -0.217
O 2.322709 0.508226 1.431833 2.68 -0.45 -0.15 -0.507
H 0.586789 0.092426 -0.546077 0.12 -0.41 0.13 0.295
H 0.144069 1.673706 -0.160967 0.12 0.38 0.51 0.297
H -0.885331 0.361106 0.352183 0.02 -0.04 0.36 0.324
H 0.661479 -0.504954 1.944783 0.57 -0.24 0.12 0.259
H 0.576269 1.169616 2.307743 0.28 0.33 0.33 0.249
H 2.705009 1.378076 1.294753 -0.42 0.15 0.00 0.313
```
Forces are in eV/Å.

=====

Below is an isolated molecule of C2HClO in a non-equilibrium geometry, with properties calculated with ωB97M-V/def2-TZVPD.

Results
SMILES: O=C=CCl
Gap between HOMO and LUMO: 8.89 eV
HOMO: -9.1 eV

XYZ file:
```
5
Properties=species:S:1:pos:R:3:forces:R:3:mulliken_charge:R:1
O -2.018241 -0.987085 -1.960580 6.31 2.45 2.90 -0.379
C -0.975039 -0.577966 -1.438266 -2.62 0.48 -0.10 0.561
C 0.090883 0.176721 -0.698441 -4.11 -2.48 -7.13 -0.393
Cl 1.577846 0.314602 -1.552542 0.24 0.18 0.14 -0.131
H 0.029993 -0.046186 0.265163 0.17 -0.64 4.18 0.341
```
Forces are in eV/Å.